[1]
Density functional theory data (ωB97M-V/def2-TZVPD) for C31H31B2BrCaF4N6O10 as an isolated structure at a distorted geometry.

The geometry in ORCA input format:
```
! wB97M-V def2-TZVPD RIJCOSX def2/J DEFGRID3
* xyz -2 1
Ca 0.020 -0.531 0.218
C 4.150 -0.875 1.940
C 2.669 -0.939 1.762
N 2.066 -1.604 0.846
O 2.814 -2.286 -0.039
B 2.170 -3.441 -0.789
F 3.033 -3.680 -1.846
F 2.083 -4.521 0.093
O 0.819 -3.243 -1.423
N -0.096 -2.697 -0.581
C -1.282 -3.161 -0.537
C -1.786 -4.279 -1.386
C -2.150 -2.541 0.540
N -1.513 -1.846 1.406
O -2.222 -1.325 2.438
B -1.353 -0.860 3.592
F -2.251 -0.352 4.518
F -0.621 -1.948 4.072
O -0.401 0.276 3.315
N 0.554 -0.058 2.379
C 1.743 -0.301 2.774
C 2.225 -0.100 4.172
C -3.618 -2.790 0.634
H 4.642 -1.396 1.124
H 4.488 0.163 1.953
H 4.446 -1.334 2.885
H -0.981 -4.633 -2.024
H -2.151 -5.101 -0.766
H -2.613 -3.928 -2.008
H 1.440 0.355 4.767
H 2.495 -1.061 4.615
H 3.116 0.532 4.171
H -3.995 -3.303 -0.248
H -3.842 -3.372 1.530
H -4.136 -1.835 0.733
O 6.903 3.238 -0.104
C 6.855 2.053 -0.485
O 7.771 1.241 -0.719
C 5.428 1.496 -0.687
C 5.201 0.314 -1.375
C 3.901 -0.147 -1.565
N 2.831 0.500 -1.115
C 3.058 1.633 -0.438
C 4.311 2.170 -0.200
C 1.852 2.380 0.026
O 1.853 3.331 0.740
O 0.657 1.826 -0.467
H 6.054 -0.240 -1.743
H 3.712 -1.080 -2.084
H 4.437 3.103 0.330
C -2.988 0.995 1.376
N -1.895 1.771 0.808
C -1.521 2.829 1.727
C -2.326 2.310 -0.465
C -1.297 2.835 -1.449
C -1.813 3.572 -2.517
C -1.043 3.974 -3.595
C 0.300 3.626 -3.638
C 0.843 2.902 -2.593
C 0.058 2.543 -1.504
H -3.905 1.608 1.468
H -2.711 0.633 2.363
H -3.203 0.139 0.736
H -2.383 3.489 1.942
H -0.719 3.429 1.307
H -1.170 2.388 2.660
H -3.062 3.122 -0.301
H -2.847 1.510 -0.996
H -2.871 3.811 -2.496
H -1.494 4.539 -4.401
H 0.922 3.902 -4.480
H 1.882 2.603 -2.614
Br 1.543 -2.625 -6.942
C 0.468 -1.975 -5.509
C -0.877 -2.306 -5.476
C -1.654 -1.826 -4.434
C -1.099 -1.036 -3.434
C 0.254 -0.726 -3.491
C 1.048 -1.191 -4.530
C -1.976 -0.559 -2.290
O -3.195 -0.736 -2.372
O -1.364 -0.028 -1.306
H -1.304 -2.928 -6.251
H -2.712 -2.050 -4.377
H 0.708 -0.125 -2.712
H 2.104 -0.961 -4.563
*
```

Computed properties:
frontier orbital gap: 7.58 eV
E_tot: -162782.878 eV
molar mass: 865.2 g/mol

[2]
Density functional theory data (ωB97M-V/def2-TZVPD) for C31H31BF2N5O7PPbS3 as an isolated structure.

The geometry in ORCA input format:
```
! wB97M-V def2-TZVPD RIJCOSX def2/J DEFGRID3
* xyz 0 1
Pb -2.061 -0.013 1.069
F -0.004 -3.642 -0.829
B 0.001 -2.395 -1.384
F 0.825 -2.314 -2.462
O -1.989 -0.188 3.779
H -1.097 -0.543 3.930
H -1.900 0.765 3.981
O -1.028 2.355 3.653
C -0.392 2.338 2.602
O -0.718 1.771 1.499
C 0.940 3.056 2.551
C 1.213 4.116 3.398
C 2.495 4.643 3.425
C 3.527 4.102 2.684
C 3.222 3.054 1.838
C 1.939 2.547 1.734
N 4.293 2.443 1.043
O 5.437 2.781 1.283
O 3.972 1.644 0.186
N 2.775 5.800 4.288
O 1.840 6.300 4.880
O 3.926 6.189 4.350
H 0.441 4.524 4.035
H 4.534 4.480 2.770
H 1.719 1.761 1.029
C -1.236 2.797 -1.287
C -2.675 2.383 -1.258
C -3.736 3.012 -1.877
C -4.909 2.299 -1.518
C -4.507 1.256 -0.716
C -5.352 0.204 -0.052
N -3.143 1.302 -0.544
H -1.053 3.448 -2.143
H -0.564 1.936 -1.340
H -0.972 3.347 -0.384
H -3.669 3.895 -2.497
H -5.932 2.543 -1.772
H -6.209 -0.057 -0.674
H -5.741 0.552 0.909
H -4.775 -0.706 0.132
S 1.418 -0.853 3.239
P 1.370 -1.994 1.657
S 0.489 -0.989 -0.019
C 0.485 -3.548 1.996
C 1.235 -4.663 2.357
C 0.596 -5.845 2.702
C -0.788 -5.914 2.696
C -1.537 -4.793 2.364
C -0.902 -3.611 2.025
C 3.014 -2.488 1.079
C 4.099 -2.280 1.922
C 5.360 -2.714 1.539
C 5.530 -3.367 0.329
C 4.442 -3.582 -0.508
C 3.183 -3.136 -0.142
H 2.316 -4.605 2.364
H 1.184 -6.710 2.979
H -1.287 -6.839 2.955
H -2.619 -4.838 2.373
H -1.495 -2.742 1.773
H 3.954 -1.782 2.873
H 6.210 -2.537 2.186
H 6.513 -3.713 0.033
H 4.570 -4.099 -1.450
H 2.345 -3.297 -0.804
C -3.914 0.407 -5.877
C -2.704 0.274 -5.023
C -1.530 0.948 -5.216
C -0.481 0.743 -4.312
N -0.595 -0.118 -3.305
C -1.711 -0.794 -3.147
S -1.906 -2.037 -1.960
N -2.766 -0.591 -3.985
C 0.813 1.469 -4.449
H -3.676 0.888 -6.822
H -4.643 1.022 -5.347
H -4.367 -0.566 -6.071
H -1.423 1.641 -6.038
H -3.629 -1.082 -3.795
H 1.288 1.199 -5.394
H 1.474 1.205 -3.628
H 0.647 2.547 -4.464
*
```

Computed properties:
energy above the lowest of the compared OMol25 structures with the same formula, charge and spin: 18.0 kcal/mol
frontier orbital gap: 6.01 eV
E_tot: -107589.076 eV
molar mass: 968.8 g/mol